Record 1
Computed, not measured: one molecule with the formula C3H7NOS2, with ωB97M-V/def2-TZVPD.

Structure (ORCA input):
```
! wB97M-V def2-TZVPD RIJCOSX def2/J DEFGRID3
* xyz 0 3
C -0.1418 -0.0518 0.5597
C -1.5817 1.5868 1.5139
C 1.2050 -1.9117 -1.0721
N 0.7527 0.5708 -2.1484
O -0.5660 1.1972 0.6155
S -0.4357 -1.4118 2.0194
S 1.2706 -0.0472 -0.8197
H -2.5924 1.8215 1.1676
H -1.1133 2.4663 1.9438
H -1.6867 0.7147 2.1978
H 0.3882 -2.0573 -1.7052
H 1.2365 -2.3397 -0.0750
H 2.1000 -1.9975 -1.8111
H 1.1645 1.4598 -2.3863
*
```

E_LUMO (spin up / spin down): 0.39 / -2.71 eV
frontier orbital gap (spin up / spin down): 0.2640 / 0.2206 Ha
energy relative to the best compared isomer or geometry (same formula, charge and spin): 220.5 kJ/mol
HOMO (spin up / spin down): -6.8 / -8.7 eV
⟨S²⟩: 2.007

***

Record 2
Computed, not measured: one molecule with the formula C4H8O2, with ωB97M-V/def2-TZVPD.

Structure (ORCA input):
```
! wB97M-V def2-TZVPD RIJCOSX def2/J DEFGRID3
* xyz 0 1
C -1.8272 0.4016 -0.1917
C -0.4968 0.9857 0.1048
O 0.2730 0.5226 1.1737
C 0.7508 0.3424 -0.2590
C 1.1207 -1.1186 -0.3024
O 2.0444 -1.1470 0.7656
H -1.7904 -0.6896 -0.2115
H -2.1020 0.7757 -1.1817
H -2.5561 0.7325 0.5481
H -0.4370 2.0721 0.0905
H 1.5705 0.9667 -0.6262
H 1.6400 -1.4518 -1.2086
H 0.2590 -1.7773 -0.1218
H 1.5513 -0.6151 1.4200
*
```

E_LUMO: 1.00 eV
frontier orbital gap: 0.4095 Ha
energy relative to the best compared isomer or geometry (same formula, charge and spin): 252.6 kJ/mol
HOMO: -10.1 eV

***

Record 3
Computed, not measured: C40H42AsCrN3P as an isolated structure, with ωB97M-V/def2-TZVPD.

Structure (ORCA input):
```
! wB97M-V def2-TZVPD RIJCOSX def2/J DEFGRID3
* xyz 1 5
Cr 0.3058 0.6834 0.9908
N 3.0003 1.1860 -0.6321
C 3.3147 1.1351 0.7212
C 4.6643 1.0652 1.0803
C 4.9959 1.0041 2.4133
C 3.9810 1.0306 3.3658
C 2.6802 1.0889 2.9288
N 2.3334 1.1175 1.6266
C 2.0073 1.9685 -1.2109
C 2.2957 2.6631 -2.3888
C 1.3155 3.4420 -2.9576
C 0.0730 3.5349 -2.3351
C -0.1314 2.8112 -1.1868
N 0.8049 2.0113 -0.6384
H 3.7918 1.0180 -1.2404
H 5.4221 1.0745 0.3085
H 6.0342 0.9533 2.7130
H 4.1943 0.9996 4.4238
H 1.8594 1.0910 3.6301
H 3.2844 2.5930 -2.8205
H 1.5192 3.9922 -3.8667
H -0.7208 4.1482 -2.7353
H -1.0880 2.8364 -0.6826
C -2.5983 2.9934 1.6984
C -3.3760 2.6546 0.4553
C -4.2569 3.5916 -0.0748
C -5.0210 3.3133 -1.1986
C -4.9183 2.0767 -1.8141
C -4.0439 1.1290 -1.3036
C -3.2660 1.4053 -0.1813
P -2.0739 0.1884 0.4703
C -2.3166 -1.3046 -0.5633
C -3.0392 -2.3911 -0.0744
C -3.1935 -3.5473 -0.8256
C -2.6143 -3.6310 -2.0800
C -1.8953 -2.5532 -2.5769
C -1.7357 -1.3831 -1.8413
C -0.9614 -0.2420 -2.4408
C -2.7137 -0.2452 2.1020
C -4.0777 -0.4307 2.3452
C -4.5091 -0.8291 3.5946
C -3.5699 -1.0452 4.6010
C -2.2256 -0.8263 4.3646
C -1.7633 -0.3957 3.1150
C -0.3179 -0.0176 2.8968
H -2.9981 2.4661 2.5668
H -2.6389 4.0629 1.8989
H -1.5439 2.7035 1.6214
H -4.3486 4.5563 0.4098
H -5.6999 4.0612 -1.5868
H -5.5176 1.8451 -2.6844
H -3.9737 0.1595 -1.7811
H -3.4767 -2.3468 0.9128
H -3.7606 -4.3769 -0.4251
H -2.7250 -4.5274 -2.6761
H -1.4566 -2.6130 -3.5664
H -0.7446 -0.4371 -3.4910
H -0.0116 -0.0947 -1.9197
H -1.5163 0.6968 -2.3872
H -4.7950 -0.2641 1.5488
H -5.5632 -0.9756 3.7885
H -3.8975 -1.3672 5.5813
H -1.5096 -0.9632 5.1667
H 0.3259 -0.7998 3.3230
H -0.1498 0.8574 3.5474
C 0.1155 -3.3288 0.9001
As 1.2834 -1.8777 0.3339
C 2.7510 -2.2178 1.5782
C 2.0115 -2.7277 -1.2949
C 3.0584 -1.8796 -1.9500
C 2.7452 -1.0779 -3.0452
C 3.7028 -0.2618 -3.6309
C 4.9958 -0.2255 -3.1234
C 5.3237 -1.0303 -2.0374
C 4.3647 -1.8510 -1.4609
H 0.7040 -4.2181 1.1251
H -0.5947 -3.5520 0.1059
H -0.4373 -3.0213 1.7879
H 3.5952 -1.5578 1.3855
H 3.0746 -3.2562 1.5064
H 2.3837 -2.0280 2.5867
H 1.1607 -2.8856 -1.9601
H 2.4060 -3.7039 -1.0077
H 1.7408 -1.1038 -3.4512
H 3.4417 0.3367 -4.4948
H 5.7499 0.3954 -3.5897
H 6.3369 -1.0368 -1.6549
H 4.6383 -2.4918 -0.6312
*
```

E_LUMO (spin up / spin down): -2.20 / -2.29 eV
frontier orbital gap (spin up / spin down): 0.2801 / 0.3070 Ha
energy relative to the best compared isomer or geometry (same formula, charge and spin): 0.0 kJ/mol
HOMO (spin up / spin down): -9.8 / -10.6 eV
⟨S²⟩: 6.035

***

Record 4
Computed, not measured: a 2-piece molecular cluster, C5H10NO2 overall, with ωB97M-V/def2-TZVPD.

Structure (ORCA input):
```
! wB97M-V def2-TZVPD RIJCOSX def2/J DEFGRID3
* xyz 1 1
C 0.7050 2.0659 2.4371
C 0.9356 3.3897 2.7875
C 0.3637 1.7441 1.1784
C -1.3029 -2.0320 -1.8268
C 0.6490 -1.0630 -0.5498
N -0.8520 -1.1098 -0.8270
O 1.2570 4.4079 2.0147
O 0.1168 0.9771 0.3298
H 0.5187 1.3534 3.1242
H 1.2608 3.6754 3.8335
H -1.0913 -3.0359 -1.4204
H -2.3775 -2.0146 -1.9556
H -0.7572 -1.9676 -2.8199
H 0.7664 -2.0359 -0.1314
H 1.0428 -0.7004 -1.4804
H -1.0186 -0.0681 -0.8197
H -1.4797 -1.2469 0.0288
H 0.8103 4.4045 1.1398
*
```

E_LUMO (spin up / spin down): -3.57 / -4.25 eV
frontier orbital gap (spin up / spin down): 0.3439 / 0.2327 Ha
energy relative to the best compared isomer or geometry (same formula, charge and spin): 616.4 kJ/mol
HOMO (spin up / spin down): -12.9 / -10.6 eV

***

Record 5
Computed, not measured: C36H99AsF6N9O9 as an isolated structure, with ωB97M-V/def2-TZVPD.

Structure (ORCA input):
```
! wB97M-V def2-TZVPD RIJCOSX def2/J DEFGRID3
* xyz -1 1
As 4.5809 -22.6633 18.5401
F 3.7983 -21.1505 19.1734
F 6.0362 -22.2225 19.4326
F 5.2744 -24.2536 18.0036
F 3.0980 -23.0694 17.6903
F 5.1580 -21.8917 17.0459
F 4.1047 -23.5852 19.9771
C -1.0277 -25.6785 23.8427
C 0.0967 -24.6873 23.7511
C 1.5135 -25.2943 23.8277
O 1.5960 -26.1700 24.9990
C 2.9457 -26.2381 25.4384
N 0.0795 -23.9652 22.4570
H -1.9149 -25.2589 23.3684
H -1.2581 -25.8848 24.8880
H -0.7775 -26.5608 23.2537
H -0.0144 -23.8636 24.4564
H 2.1860 -24.4373 23.7903
H 1.7141 -25.8832 22.9327
H 3.5823 -26.5826 24.6235
H 2.9202 -26.9537 26.2602
H 3.4044 -25.3144 25.7911
H 0.8844 -23.3564 22.4956
H 0.2770 -24.6189 21.7129
C 4.7920 -15.2093 16.1025
C 3.8417 -16.1498 15.2666
C 2.3264 -15.7687 15.2144
O 1.9649 -14.5322 14.5834
C 0.5935 -14.1466 14.6614
N 4.4584 -16.1191 13.9701
H 4.9850 -14.1718 15.8295
H 5.7011 -15.8029 16.1985
H 4.3798 -14.9575 17.0797
H 3.9694 -17.1423 15.6989
H 1.8865 -15.7948 16.2114
H 1.8376 -16.5322 14.6093
H -0.0877 -14.7903 14.1049
H 0.5892 -13.1451 14.2311
H 0.1665 -14.1293 15.6641
H 3.7651 -16.4196 13.2999
H 4.4190 -15.1150 13.8683
C 0.7563 -28.8581 18.5098
C 0.6786 -28.1311 17.1643
C -0.2730 -26.8869 17.1217
O -0.3004 -26.2952 15.8188
C -1.1536 -25.1450 15.8162
N 2.0275 -27.8111 16.7026
H 1.4969 -28.3084 19.0907
H 1.1236 -29.8782 18.3974
H -0.1671 -28.8496 19.0889
H 0.2196 -28.8102 16.4459
H -0.0575 -26.1709 17.9148
H -1.2635 -27.2350 17.4145
H -1.3336 -24.7557 14.8141
H -0.6208 -24.3656 16.3610
H -2.1344 -25.3574 16.2417
H 1.9504 -27.1071 15.9826
H 2.4752 -27.2346 17.4006
C 9.6052 -19.1285 16.4816
C 10.6591 -18.4682 15.5857
C 11.3450 -19.4103 14.5878
O 10.3601 -20.1117 13.8640
C 10.9448 -21.0578 12.9783
N 9.9757 -17.4763 14.7796
H 9.9417 -20.0264 16.9999
H 8.6898 -19.3293 15.9250
H 9.4055 -18.3717 17.2402
H 11.4155 -17.9891 16.2073
H 12.0189 -20.0702 15.1340
H 12.0605 -18.9297 13.9205
H 11.6051 -20.5446 12.2792
H 10.2117 -21.6373 12.4173
H 11.5418 -21.7877 13.5250
H 10.6785 -16.9444 14.2863
H 9.6424 -16.7497 15.3968
C 0.1125 -17.7068 21.3248
C -0.9330 -17.4019 20.1525
C -0.6710 -18.3492 19.0251
O -1.5324 -18.0157 17.9537
C -1.6119 -18.8889 16.8933
N -2.2820 -17.7030 20.6816
H 1.1437 -17.6629 20.9743
H 0.1007 -18.7074 21.7569
H -0.0610 -16.9896 22.1271
H -0.8901 -16.3420 19.9018
H -0.8688 -19.3986 19.2435
H 0.3472 -18.3756 18.6370
H -2.0336 -19.8406 17.2166
H -0.6907 -19.0080 16.3229
H -2.4144 -18.6373 16.1999
H -2.8212 -17.5272 19.8459
H -2.3583 -18.6855 20.9026
C 7.9000 -32.9232 19.1839
C 6.8980 -32.9955 20.2846
C 5.9289 -31.7640 20.3226
O 6.6957 -30.6398 20.5226
C 5.9715 -29.4450 20.4751
N 6.1913 -34.3078 20.1475
H 7.3839 -32.6220 18.2723
H 8.2621 -33.9238 18.9477
H 8.6992 -32.2127 19.3951
H 7.3910 -33.0874 21.2524
H 5.1845 -31.9438 21.0982
H 5.3780 -31.6593 19.3879
H 6.6277 -28.5762 20.4225
H 5.2141 -29.3196 21.2488
H 5.3964 -29.3323 19.5561
H 5.7448 -34.5025 19.2627
H 5.4818 -34.4141 20.8584
C 5.0348 -23.2655 12.3029
C 6.2155 -22.3299 11.8665
C 6.3946 -22.3702 10.3897
O 7.3739 -21.4429 9.9490
C 7.7695 -21.6495 8.6064
N 5.8707 -21.0047 12.3759
H 4.1085 -23.0952 11.7541
H 4.7015 -23.2058 13.3390
H 5.4663 -24.2630 12.2196
H 7.1065 -22.6048 12.4310
H 5.4687 -22.1835 9.8456
H 6.7754 -23.3636 10.1527
H 8.4391 -20.9197 8.1513
H 6.8893 -21.6980 7.9654
H 8.1372 -22.6728 8.5309
H 5.6415 -21.1287 13.3517
H 5.0147 -20.6688 11.9580
C 8.5650 -28.2501 13.9351
C 8.6390 -28.4023 15.4333
C 8.7797 -26.9945 16.0549
O 10.0839 -26.5735 15.9117
C 10.1789 -25.2171 16.3745
N 7.3798 -28.9535 15.8389
H 8.7203 -29.1684 13.3690
H 9.4287 -27.6348 13.6826
H 7.6498 -27.7954 13.5561
H 9.4836 -29.0042 15.7683
H 8.5796 -27.0037 17.1263
H 8.0639 -26.3919 15.4959
H 11.1940 -24.8523 16.2175
H 10.0229 -25.0252 17.4361
H 9.5470 -24.5524 15.7855
H 6.6951 -28.2334 15.6578
H 7.2898 -29.0107 16.8432
C 6.2540 -17.5849 22.5201
C 6.4713 -18.3740 23.7664
C 5.2513 -19.1600 24.3331
O 5.6213 -19.8263 25.5340
C 4.6000 -20.5365 26.1276
N 7.4837 -19.3221 23.4221
H 7.1796 -17.0513 22.3044
H 5.4762 -16.8710 22.7914
H 5.8764 -18.1595 21.6743
H 6.7664 -17.6449 24.5211
H 4.9807 -19.8632 23.5454
H 4.4574 -18.4268 24.4751
H 4.2102 -21.2937 25.4473
H 3.8639 -19.8103 26.4725
H 5.0187 -21.0180 27.0113
H 7.7716 -19.8133 24.2563
H 6.9745 -20.0136 22.8904
*
```

E_LUMO: 2.06 eV
frontier orbital gap: 0.3264 Ha
energy relative to the best compared isomer or geometry (same formula, charge and spin): 442.7 kJ/mol
HOMO: -6.8 eV

***

Record 6
Computed, not measured: an isolated ion of composition C9H18N3 and charge +1, with ωB97M-V/def2-TZVPD.

Structure (ORCA input):
```
! wB97M-V def2-TZVPD RIJCOSX def2/J DEFGRID3
* xyz 1 1
C -1.8569 0.4168 -1.5026
N -2.3392 -0.0786 -0.2713
N -1.6517 -0.7865 0.4893
C -2.3786 -1.5875 1.5230
C -0.1530 -0.7349 0.4835
C 0.6759 -1.7087 -0.4186
C 2.2108 -1.5100 -0.2986
C 2.5561 -0.0353 -0.6254
C 1.7068 0.9053 0.2591
C 0.2324 0.6764 0.4148
N -0.6264 1.5841 0.3672
C -0.3956 2.9806 0.2550
H -1.9975 1.4258 -1.7371
H -0.7340 0.1485 -1.7008
H -2.4497 -0.2070 -2.2039
H -2.0186 -2.5594 1.5982
H -2.3449 -1.0214 2.4505
H -3.4149 -1.6841 1.1380
H -0.1547 -1.0269 1.5543
H 0.3086 -1.5398 -1.3594
H 0.3971 -2.7343 -0.2007
H 2.7972 -2.2871 -0.8398
H 2.4521 -1.5927 0.7598
H 2.4671 0.3311 -1.6185
H 3.5985 0.0888 -0.4094
H 1.8456 1.8447 -0.1761
H 2.1661 0.7637 1.1941
H -1.0918 3.2991 -0.4830
H 0.7270 3.0490 0.1011
H -0.5337 3.5804 1.2573
*
```

E_LUMO (spin up / spin down): -4.49 / -4.49 eV
frontier orbital gap (spin up / spin down): 0.3129 / 0.3129 Ha
energy relative to the best compared isomer or geometry (same formula, charge and spin): 320.6 kJ/mol
HOMO (spin up / spin down): -13.0 / -13.0 eV

***

Record 7
Computed, not measured: one molecule with the formula C2H4N2OS, with ωB97M-V/def2-TZVPD.

Structure (ORCA input):
```
! wB97M-V def2-TZVPD RIJCOSX def2/J DEFGRID3
* xyz 0 1
H -0.5579 -0.4917 2.3171
N -1.3716 -0.1610 1.7436
C -0.9212 0.1653 0.6235
N -1.6476 0.7353 -0.3526
C 0.5709 0.0359 0.2755
O 1.4124 0.0650 1.1422
S 0.9033 -0.4379 -1.4803
H -1.3485 0.6475 -1.3248
H -2.6559 0.8076 -0.1699
H 2.0472 0.2945 -1.4066
*
```

E_LUMO: -0.01 eV
frontier orbital gap: 0.3593 Ha
energy relative to the best compared isomer or geometry (same formula, charge and spin): 122.1 kJ/mol
HOMO: -9.8 eV

***

Record 8
Computed, not measured: C25H30BiN3O9 as an isolated structure, with ωB97M-V/def2-TZVPD.

Structure (ORCA input):
```
! wB97M-V def2-TZVPD RIJCOSX def2/J DEFGRID3
* xyz 0 1
O -6.2364 2.7517 -0.8158
C -7.5874 2.2230 -0.7604
C -8.1818 3.3952 -1.5398
H -7.9403 2.1284 0.2832
H -7.6186 1.2511 -1.2827
C -6.7270 3.9250 -1.5254
H -8.8703 4.0169 -0.9483
H -8.5579 3.1288 -2.5389
C -6.6856 5.2176 -0.7377
H -7.0619 5.0595 0.2794
H -7.3894 5.9045 -1.2373
H -5.6959 5.6993 -0.7478
C -6.1112 4.1222 -2.8873
H -6.0367 3.1786 -3.4429
H -5.1365 4.6292 -2.8165
H -6.7750 4.7889 -3.4552
Bi -0.6082 -0.5534 1.6132
C 1.3271 -0.9159 -2.2609
C 0.8093 -2.1247 -1.7067
C -0.6140 -2.0837 -1.8149
H 1.4013 -2.9489 -1.3129
C -0.9709 -0.8568 -2.4552
C 0.2280 -0.1283 -2.7133
H 0.2883 0.8585 -3.1746
H 2.3769 -0.6414 -2.3382
H -1.3099 -2.8584 -1.4787
H -1.9796 -0.5442 -2.7267
C 1.7989 1.2459 1.1263
C 1.2995 1.7642 -0.0716
C -0.0198 2.2152 0.1200
H 1.8686 1.8347 -0.9969
C -0.3849 1.9919 1.4817
C 0.7729 1.3548 2.1404
H 0.9452 1.3330 3.2168
H 2.8249 0.9582 1.3326
H -0.6399 2.7154 -0.6237
H -1.2471 2.4207 1.9943
O -3.8588 2.3383 -0.4847
C -3.7606 2.1953 -1.9118
C -4.3691 0.8661 -2.3745
H -2.6680 2.1898 -2.1264
H -4.2759 3.0571 -2.3710
C -4.8444 0.1474 -1.0899
H -3.5555 0.2734 -2.8154
H -5.1589 0.9758 -3.1237
C -4.1303 0.9876 -0.0193
H -4.4466 -0.8984 -0.9915
H -5.9468 0.0712 -1.0305
H -3.1433 0.4670 0.0992
H -4.6248 1.0135 0.9620
O 4.8119 -4.7310 5.2362
N 5.0495 -4.3870 4.0600
O 6.0857 -4.7439 3.4607
C 4.0925 -3.5410 3.3789
C 2.9276 -3.1146 4.0439
C 1.9977 -2.3013 3.3853
C 2.1949 -2.0089 1.9914
O 1.2734 -1.5462 1.1900
C 3.4468 -2.3176 1.4170
C 4.3556 -3.1409 2.0589
N 3.7374 -1.7855 0.0689
O 4.2956 -2.5570 -0.7325
O 3.4288 -0.6047 -0.1952
N 0.8826 -1.8853 4.1574
O 0.7550 -2.2839 5.3093
O -0.0016 -1.0082 3.6954
H 2.7414 -3.4124 5.0714
H 5.2590 -3.4605 1.5456
*
```

E_LUMO (spin up / spin down): -1.55 / -2.22 eV
frontier orbital gap (spin up / spin down): 0.2594 / 0.1781 Ha
HOMO (spin up / spin down): -8.6 / -7.1 eV